{
  "formula": "C5H16N4",
  "method": "wB97M-V/def2-TZVPD",
  "homo_ev": -6.857,
  "e_above_lowest_kcal_mol": 92.96,
  "lumo_ev": 0.86,
  "symbols": ["C", "C", "C", "C", "C", "N", "N", "N", "N", "H", "H", "H", "H", "H", "H", "H", "H", "H", "H", "H", "H", "H", "H", "H", "H"],
  "positions_angstrom": [[-0.76, 0.97, -0.01], [0.82, -1.11, -0.14], [-1.03, -0.40, 0.26], [-0.23, 1.89, 1.05], [2.03, -0.40, 0.42], [-0.61, 1.37, -1.31], [-2.82, 0.69, 0.52], [0.72, -2.41, 0.48], [0.89, -1.10, -1.60], [-0.29, 2.32, -1.46], [-0.21, 0.68, -1.94], [-3.19, 1.03, -0.37], [-2.98, 1.44, 1.19], [1.53, -3.01, 0.30], [-0.11, -2.92, 0.20], [1.82, -1.32, -1.95], [0.24, -1.77, -1.99], [-1.49, -0.99, -0.52], [-1.10, -0.72, 1.29], [-0.70, 2.87, 0.95], [2.16, 0.58, -0.04], [-0.45, 1.51, 2.04], [0.84, 2.06, 0.91], [1.95, -0.31, 1.50], [2.95, -0.96, 0.21]]
}

***

{
  "formula": "C33H78Cl13NO26",
  "method": "wB97M-V/def2-TZVPD",
  "homo_ev": [2.657, -1.616],
  "lumo_ev": [4.71, 4.71],
  "charge": -3,
  "spin_multiplicity": 2,
  "s_squared": 0.7524,
  "symbols": ["C", "C", "C", "C", "N", "C", "C", "C", "C", "C", "H", "H", "H", "H", "H", "H", "H", "H", "H", "H", "H", "H", "H", "H", "H", "H", "H", "H", "H", "H", "O", "C", "O", "O", "H", "O", "C", "O", "O", "H", "Cl", "O", "O", "O", "O", "C", "Cl", "Cl", "Cl", "Cl", "C", "Cl", "Cl", "Cl", "Cl", "C", "C", "O", "O", "H", "H", "H", "H", "H", "H", "C", "C", "O", "O", "H", "H", "H", "H", "H", "H", "C", "C", "O", "O", "H", "H", "H", "H", "H", "H", "C", "C", "O", "O", "H", "H", "H", "H", "H", "H", "C", "C", "O", "O", "H", "H", "H", "H", "H", "H", "C", "C", "O", "O", "H", "H", "H", "H", "H", "H", "C", "C", "O", "O", "H", "H", "H", "H", "H", "H", "C", "C", "O", "O", "H", "H", "H", "H", "H", "H", "Cl", "C", "C", "Cl", "H", "H", "H", "H", "Cl", "C", "C", "Cl", "H", "H", "H", "H"],
  "positions_angstrom": [[1.62, 3.11, -4.82], [0.63, 3.19, -3.63], [0.90, 2.17, -2.59], [-0.13, 2.25, -1.43], [-0.17, 1.06, -0.44], [-1.26, 1.31, 0.62], [-0.83, 0.43, 1.78], [0.71, 0.53, 1.83], [1.13, 0.93, 0.42], [-0.46, -0.32, -1.15], [2.68, 3.26, -4.58], [1.50, 3.88, -5.58], [1.61, 2.13, -5.30], [-0.39, 3.08, -4.00], [0.91, 4.19, -3.29], [1.90, 2.30, -2.19], [0.93, 1.16, -2.99], [-1.15, 2.20, -1.81], [-0.02, 3.17, -0.85], [-2.25, 1.07, 0.22], [-1.17, 2.34, 0.96], [-1.11, -0.62, 1.68], [-1.22, 0.75, 2.75], [1.18, -0.43, 2.06], [1.06, 1.25, 2.57], [1.77, 0.18, -0.05], [1.62, 1.90, 0.47], [-0.29, -1.17, -0.48], [0.14, -0.42, -2.05], [-1.53, -0.42, -1.30], [-4.48, 2.30, 1.62], [-4.74, 1.73, 2.77], [-4.09, 0.74, 3.19], [-5.62, 2.37, 3.38], [-5.17, 2.94, 1.77], [1.25, -3.39, 2.59], [-0.04, -3.04, 2.89], [-0.94, -3.59, 2.24], [-0.31, -2.19, 3.79], [1.19, -4.07, 1.91], [3.95, -1.17, -2.15], [5.01, -1.71, -3.02], [3.94, -1.79, -0.86], [4.12, 0.28, -2.08], [2.76, -1.37, -2.89], [0.25, 4.30, 3.87], [-0.37, 2.73, 4.41], [-1.08, 5.35, 3.18], [0.92, 5.16, 5.32], [1.48, 4.05, 2.63], [3.97, 4.83, -1.32], [3.75, 3.19, -0.72], [4.48, 4.77, -2.98], [2.42, 5.65, -1.18], [5.27, 5.71, -0.42], [-1.90, -5.99, 0.06], [-2.59, -4.66, -0.45], [-1.48, -3.76, -0.47], [-1.43, -5.99, 1.39], [-1.09, -6.31, -0.58], [-2.65, -6.78, 0.02], [-3.41, -4.22, 0.11], [-2.94, -4.88, -1.46], [-1.27, -3.61, 0.45], [-1.12, -5.11, 1.61], [6.03, 0.84, -5.83], [4.51, 0.55, -5.65], [3.73, 1.12, -6.74], [6.59, 0.03, -6.80], [6.60, 0.50, -4.96], [6.22, 1.89, -6.01], [4.16, 0.99, -4.72], [4.37, -0.53, -5.59], [3.11, 0.47, -7.07], [6.26, 0.39, -7.62], [-3.94, -3.54, 3.58], [-3.73, -3.84, 5.09], [-3.73, -2.70, 5.98], [-3.39, -2.34, 3.32], [-4.98, -3.40, 3.27], [-3.58, -4.38, 2.99], [-2.81, -4.41, 5.25], [-4.53, -4.49, 5.45], [-3.64, -3.06, 6.87], [-2.52, -2.49, 2.94], [0.05, 2.32, -8.46], [-0.72, 1.04, -8.14], [-0.29, 0.47, -6.91], [1.47, 2.16, -8.61], [-0.14, 3.04, -7.67], [-0.37, 2.72, -9.39], [-0.57, 0.37, -8.99], [-1.81, 1.15, -8.10], [0.51, 0.00, -7.15], [1.99, 1.88, -7.85], [3.40, -2.72, 5.49], [2.42, -1.58, 5.84], [1.94, -0.90, 4.61], [2.64, -3.68, 4.88], [3.77, -3.30, 6.33], [4.17, -2.39, 4.80], [2.88, -0.73, 6.35], [1.57, -2.00, 6.37], [1.12, -1.31, 4.33], [2.25, -3.27, 4.10], [-1.14, 0.11, 6.45], [-1.26, -0.81, 7.66], [-2.60, -0.90, 8.02], [-1.81, -0.52, 5.34], [-0.08, 0.24, 6.19], [-1.51, 1.12, 6.63], [-0.61, -0.61, 8.51], [-0.90, -1.79, 7.34], [-2.71, -0.75, 8.96], [-1.13, -0.98, 4.85], [4.53, -0.32, 2.23], [5.55, 0.39, 1.28], [6.57, 1.14, 1.96], [3.81, 0.63, 2.83], [5.17, -0.88, 2.91], [3.86, -1.00, 1.69], [5.06, 1.07, 0.58], [6.05, -0.36, 0.67], [7.04, 1.66, 1.31], [3.18, 0.23, 3.43], [-0.22, -2.54, -4.63], [-1.51, -1.61, -4.92], [-1.22, -0.34, -4.42], [0.98, -1.98, -5.15], [-0.48, -3.51, -5.05], [-0.19, -2.69, -3.55], [-2.30, -2.01, -4.29], [-1.87, -1.56, -5.95], [-0.65, 0.09, -5.05], [1.26, -1.30, -4.52], [-3.85, 6.97, 2.80], [-4.69, 5.59, 2.10], [-4.31, 5.42, 0.64], [-2.62, 4.81, 0.33], [-5.76, 5.57, 2.30], [-4.30, 4.73, 2.64], [-4.42, 6.33, 0.05], [-5.04, 4.70, 0.27], [-5.46, -3.09, -2.19], [-6.03, -2.42, -0.64], [-4.95, -1.59, 0.07], [-4.12, -0.58, -1.15], [-6.24, -3.27, 0.00], [-6.90, -1.83, -0.91], [-4.20, -2.27, 0.48], [-5.40, -1.03, 0.89]]
}

***

{
  "formula": "C24H42N6",
  "method": "wB97M-V/def2-TZVPD",
  "homo_ev": -11.424,
  "e_above_lowest_kcal_mol": 17.79,
  "lumo_ev": 0.28,
  "smiles": "CCCC#N.CCCC#N.CCCC#N.CCCC#N.CCCC#N.CCCC#N",
  "symbols": ["C", "C", "C", "C", "N", "H", "H", "H", "H", "H", "H", "H", "C", "C", "C", "C", "N", "H", "H", "H", "H", "H", "H", "H", "C", "C", "C", "C", "N", "H", "H", "H", "H", "H", "H", "H", "C", "C", "C", "C", "N", "H", "H", "H", "H", "H", "H", "H", "C", "C", "C", "C", "N", "H", "H", "H", "H", "H", "H", "H", "C", "C", "C", "C", "N", "H", "H", "H", "H", "H", "H", "H"],
  "positions_angstrom": [[-2.62, -5.27, 3.14], [-1.24, -5.81, 2.68], [-0.29, -4.65, 2.37], [-0.49, -3.94, 1.11], [-0.65, -3.37, 0.13], [-3.41, -5.93, 2.77], [-2.80, -4.26, 2.77], [-2.67, -5.30, 4.23], [-1.42, -6.47, 1.84], [-0.76, -6.38, 3.48], [0.78, -4.81, 2.53], [-0.44, -3.90, 3.16], [4.46, 0.72, -4.05], [3.01, 1.08, -3.68], [2.31, -0.04, -2.92], [2.89, -0.36, -1.62], [3.32, -0.55, -0.57], [4.81, 1.33, -4.88], [4.61, -0.30, -4.42], [5.13, 0.91, -3.22], [2.43, 1.33, -4.57], [3.12, 2.01, -3.12], [2.35, -0.95, -3.52], [1.28, 0.22, -2.67], [-1.49, -2.92, -3.70], [-0.21, -2.32, -4.22], [-0.31, -0.87, -4.70], [-1.21, -0.72, -5.86], [-1.90, -0.61, -6.76], [-2.08, -2.20, -3.14], [-1.29, -3.76, -3.03], [-2.10, -3.37, -4.49], [0.27, -2.95, -4.97], [0.55, -2.34, -3.44], [0.62, -0.37, -4.90], [-0.85, -0.35, -3.90], [1.87, 3.54, -0.89], [2.58, 3.82, 0.44], [3.76, 2.90, 0.79], [4.77, 2.86, -0.27], [5.52, 2.80, -1.14], [2.39, 3.98, -1.74], [0.82, 3.79, -0.78], [1.93, 2.46, -1.09], [1.84, 3.76, 1.23], [3.00, 4.82, 0.47], [3.50, 1.86, 1.00], [4.24, 3.35, 1.66], [0.01, 0.31, 2.27], [0.33, 0.16, 0.79], [-0.83, 0.50, -0.15], [-1.48, 1.76, 0.15], [-1.97, 2.78, 0.35], [0.96, 0.31, 2.80], [-0.76, -0.34, 2.68], [-0.35, 1.33, 2.44], [0.64, -0.85, 0.53], [1.15, 0.84, 0.55], [-1.53, -0.34, -0.14], [-0.50, 0.56, -1.19], [-4.29, 1.33, 4.91], [-3.83, 2.05, 3.63], [-3.80, 3.57, 3.76], [-2.92, 4.05, 4.82], [-2.22, 4.41, 5.65], [-5.29, 1.67, 5.20], [-3.69, 1.72, 5.74], [-4.19, 0.27, 4.73], [-4.31, 1.75, 2.69], [-2.80, 1.71, 3.45], [-4.78, 3.99, 3.97], [-3.44, 4.00, 2.82]]
}

***

{
  "formula": "C24H23ClN6O5S",
  "method": "wB97M-V/def2-TZVPD",
  "homo_ev": -8.428,
  "e_above_lowest_kcal_mol": 0.00,
  "lumo_ev": 0.27,
  "smiles": "O=c1[nH]c([C@@H]2CCCN(S(=O)(=O)c3cccc(Cl)c3)C2)nc2c1nnn2Cc1ccc2c(c1)OCCO2",
  "symbols": ["O", "C", "N", "C", "C", "C", "C", "C", "N", "S", "O", "O", "C", "C", "C", "C", "C", "Cl", "C", "C", "N", "C", "C", "N", "N", "N", "C", "C", "C", "C", "C", "C", "C", "O", "C", "C", "O", "H", "H", "H", "H", "H", "H", "H", "H", "H", "H", "H", "H", "H", "H", "H", "H", "H", "H", "H", "H", "H", "H", "H"],
  "positions_angstrom": [[-5.82, -2.41, -0.39], [-4.86, -1.76, -0.09], [-3.57, -2.21, -0.47], [-2.37, -1.62, -0.19], [-1.14, -2.32, -0.68], [-0.93, -3.66, 0.04], [0.33, -4.33, -0.49], [1.53, -3.39, -0.32], [1.26, -2.14, -0.98], [2.59, -1.21, -1.31], [2.13, -0.02, -1.97], [3.55, -2.04, -1.96], [3.23, -0.77, 0.32], [4.23, -1.55, 0.87], [4.67, -1.27, 2.16], [4.10, -0.22, 2.87], [3.11, 0.55, 2.29], [2.41, 1.85, 3.17], [2.66, 0.28, 1.00], [0.10, -1.44, -0.47], [-2.26, -0.51, 0.47], [-3.45, 0.02, 0.84], [-4.73, -0.52, 0.63], [-5.62, 0.35, 1.16], [-5.00, 1.34, 1.65], [-3.68, 1.18, 1.49], [-2.72, 2.19, 1.86], [-1.92, 2.62, 0.66], [-2.57, 2.96, -0.52], [-1.85, 3.35, -1.63], [-0.46, 3.41, -1.58], [0.20, 3.04, -0.41], [-0.54, 2.65, 0.70], [1.57, 3.04, -0.31], [2.22, 3.12, -1.56], [1.56, 4.18, -2.43], [0.21, 3.84, -2.69], [-3.57, -3.06, -1.02], [-1.25, -2.51, -1.75], [-1.79, -4.31, -0.11], [-0.83, -3.47, 1.11], [0.52, -5.26, 0.05], [0.21, -4.55, -1.55], [2.42, -3.81, -0.78], [1.72, -3.24, 0.76], [4.65, -2.35, 0.29], [5.45, -1.86, 2.61], [4.44, 0.00, 3.87], [1.91, 0.89, 0.53], [0.01, -0.51, -1.02], [0.20, -1.22, 0.60], [-3.30, 3.02, 2.27], [-2.06, 1.79, 2.64], [-3.65, 2.93, -0.57], [-2.34, 3.63, -2.55], [0.00, 2.38, 1.60], [3.26, 3.39, -1.34], [2.18, 2.15, -2.06], [2.05, 4.26, -3.40], [1.59, 5.16, -1.92]]
}

***

{
  "formula": "C43H57AsMoN5Si2",
  "method": "wB97M-V/def2-TZVPD",
  "homo_ev": [-15.422, -15.422],
  "e_above_lowest_kcal_mol": 56.36,
  "lumo_ev": [-10.43, -10.43],
  "charge": 3,
  "symbols": ["Mo", "C", "C", "C", "C", "C", "C", "C", "N", "C", "N", "C", "C", "C", "C", "C", "C", "C", "N", "C", "C", "C", "C", "C", "C", "C", "H", "H", "H", "H", "H", "H", "H", "H", "H", "H", "H", "H", "H", "H", "H", "H", "H", "H", "H", "H", "H", "H", "C", "Si", "C", "C", "N", "C", "C", "C", "C", "C", "C", "N", "Si", "C", "C", "C", "H", "H", "H", "H", "H", "H", "H", "H", "H", "H", "H", "H", "H", "H", "H", "H", "H", "H", "H", "H", "H", "H", "C", "As", "C", "C", "C", "C", "C", "C", "C", "C", "H", "H", "H", "H", "H", "H", "H", "H", "H", "H", "H", "H", "H"],
  "positions_angstrom": [[0.09, 0.05, 0.17], [1.99, 0.58, 6.68], [0.50, 0.48, 6.78], [-0.09, 0.18, 8.01], [-1.46, 0.06, 8.16], [-2.29, 0.24, 7.06], [-1.73, 0.53, 5.83], [-0.35, 0.64, 5.68], [0.21, 0.94, 4.39], [-0.01, 0.23, 3.29], [-0.67, -0.92, 3.44], [-1.24, -1.73, 2.45], [-0.92, -1.54, 1.10], [-1.73, -2.24, 0.19], [-2.75, -3.08, 0.59], [-2.96, -3.33, 1.94], [-2.23, -2.64, 2.90], [-2.52, -2.85, 4.35], [0.40, 0.65, 2.06], [1.35, 1.72, 2.07], [1.01, 2.98, 1.57], [1.95, 4.00, 1.58], [3.22, 3.77, 2.10], [3.55, 2.51, 2.59], [2.64, 1.47, 2.57], [3.00, 0.12, 3.11], [2.41, 0.82, 7.65], [2.29, 1.36, 5.98], [2.42, -0.37, 6.36], [0.56, 0.06, 8.87], [-1.88, -0.17, 9.12], [-3.36, 0.19, 7.17], [-2.37, 0.72, 4.97], [0.78, 1.78, 4.34], [-0.94, -1.14, 4.40], [-1.57, -2.11, -0.88], [-3.38, -3.58, -0.14], [-3.71, -4.04, 2.24], [-3.21, -3.69, 4.48], [-3.00, -1.98, 4.80], [-1.62, -3.09, 4.91], [-0.01, 3.17, 1.25], [1.69, 4.97, 1.19], [3.94, 4.56, 2.14], [4.54, 2.33, 2.97], [4.07, 0.00, 3.13], [2.54, -0.69, 2.52], [2.65, 0.00, 4.14], [3.29, 0.66, -3.12], [3.28, 0.71, -1.22], [4.49, 2.10, -0.68], [3.78, -0.76, -0.10], [1.51, 0.89, -0.80], [0.88, 2.05, -1.26], [1.57, 3.17, -1.72], [0.91, 4.23, -2.32], [-0.46, 4.22, -2.45], [-1.18, 3.14, -1.96], [-0.55, 2.05, -1.38], [-1.21, 0.92, -0.91], [-3.08, 0.86, -0.80], [-4.21, 2.36, -1.17], [-3.27, 0.61, 1.09], [-3.64, -0.54, -1.97], [4.23, 0.26, -3.49], [3.22, 1.67, -3.52], [2.47, 0.09, -3.58], [5.28, 1.66, -0.08], [4.06, 2.91, -0.10], [4.96, 2.52, -1.56], [4.25, -0.39, 0.80], [4.54, -1.36, -0.59], [2.95, -1.42, 0.19], [2.63, 3.22, -1.63], [1.49, 5.05, -2.72], [-0.98, 5.03, -2.94], [-2.24, 3.12, -2.11], [-3.95, 3.27, -0.65], [-5.20, 2.07, -0.83], [-4.30, 2.58, -2.23], [-4.16, 1.13, 1.42], [-2.43, 1.03, 1.66], [-3.39, -0.43, 1.37], [-2.87, -0.90, -2.65], [-4.44, -0.15, -2.60], [-4.06, -1.38, -1.43], [2.66, -2.68, -2.31], [0.97, -2.13, -1.48], [-0.03, -2.06, -3.16], [0.73, -3.90, -0.58], [0.32, -5.04, -1.48], [-0.94, -5.04, -2.08], [-1.40, -6.17, -2.74], [-0.61, -7.31, -2.81], [0.65, -7.30, -2.24], [1.12, -6.17, -1.59], [2.36, -3.49, -2.99], [3.35, -3.10, -1.58], [3.18, -1.92, -2.89], [0.13, -3.00, -3.70], [0.39, -1.24, -3.75], [-1.10, -1.89, -3.04], [0.03, -3.82, 0.25], [1.73, -4.11, -0.16], [-1.57, -4.17, -1.99], [-2.37, -6.15, -3.19], [-0.99, -8.19, -3.30], [1.27, -8.18, -2.28], [2.11, -6.19, -1.14]]
}

***

{
  "formula": "C7H14",
  "method": "wB97M-V/def2-TZVPD",
  "homo_ev": -6.740,
  "e_above_lowest_kcal_mol": 140.82,
  "lumo_ev": 0.90,
  "symbols": ["C", "C", "C", "C", "C", "C", "C", "H", "H", "H", "H", "H", "H", "H", "H", "H", "H", "H", "H", "H", "H"],
  "positions_angstrom": [[0.05, -1.38, 1.13], [0.32, -0.22, 0.20], [1.72, -0.04, -0.31], [0.43, 1.32, 1.72], [-0.76, 0.23, -0.63], [-1.90, -0.44, -1.29], [-0.91, 0.42, -2.08], [-0.94, -1.30, 1.57], [0.07, -2.29, 0.51], [0.80, -1.46, 1.91], [2.47, -0.13, 0.48], [1.89, -0.84, -1.04], [1.83, 0.91, -0.82], [-0.46, 1.45, 2.35], [1.22, 0.84, 2.30], [0.78, 2.28, 1.33], [-0.36, 0.95, 0.54], [-1.86, -1.51, -1.48], [-2.91, -0.05, -1.14], [-1.25, 1.38, -2.47], [-0.26, -0.12, -2.78]]
}

***

Q: Which electronic energy values were calculated for the entries above? A: -418.99758; -9297.23023; -1268.14818; -2491.50143; -4828.64690; -274.89184, in a.u..